Molecular formula: C27H51NbO12PS3
Method: DFT, wB97M-V/def2-TZVPD

Values from the calculation:
* net charge: -1
* max |F|: 4.8 eV Å⁻¹
* M: 787.8 g mol⁻¹
* E_tot: -3554.7432 hartree
* multiplicity: 1

Last column: Mulliken charge in e.
Positions of all 95 atoms, in Å:
C  2.30054  5.95955  0.82396  -1.011
C  0.72684  5.70732  1.18340  -0.417
C  0.70333  4.29402  2.01373  -0.519
C  -0.69998  3.58655  1.66507  0.099
Nb  -0.71944  1.32076  1.76471  -1.958
O  -1.49476  1.44147  3.71302  -0.732
C  -2.85985  1.33585  0.94125  0.805
C  -3.85435  0.31352  1.69325  -0.006
O  -4.36738  -0.74293  0.81204  -0.630
C  0.05584  1.07043  -0.37906  1.594
C  0.59739  2.42473  -1.05682  0.154
C  1.44246  2.06076  -2.40695  -0.716
C  0.58279  1.23964  -3.48713  -0.686
C  1.25539  -0.24205  -3.59239  0.325
C  0.26851  -1.34593  -4.21346  -0.848
C  -0.85557  -1.87684  -3.19970  -0.614
C  -0.29691  -2.63967  -1.90762  0.893
O  -0.02378  -4.06406  -2.14135  -0.394
C  0.05879  -4.61864  -0.78116  -0.062
C  1.35476  1.15938  2.68648  -0.699
C  2.53496  0.89224  1.65405  0.607
O  3.24151  1.76979  1.08073  -0.623
C  2.89969  -0.64195  1.33858  0.187
C  3.14795  -1.16033  -0.12258  -0.029
C  3.46378  -2.63176  -0.48491  -0.607
C  3.53145  -3.64980  0.69922  -0.096
C  3.33066  -3.17938  2.18602  -0.611
C  3.02145  -1.69140  2.49389  -0.262
P  -0.88294  -1.26443  1.85831  0.405
S  -1.14888  -1.77266  3.75142  -0.477
H  2.72422  5.11469  0.15928  0.203
H  2.88949  5.88387  1.81512  0.246
H  2.47822  6.94539  0.27380  0.348
H  0.29090  6.57791  1.77688  0.352
H  0.21672  5.55465  0.15561  0.209
H  0.68388  4.56268  3.12225  0.401
H  1.63219  3.73160  1.66768  0.043
H  -1.10268  3.89925  0.63289  0.288
H  -1.47791  3.96653  2.43305  0.381
H  -2.44347  1.69476  3.68500  0.239
H  -2.88709  1.10159  -0.17741  0.527
H  -3.24979  2.41679  1.10636  -1.079
H  -4.77801  0.93209  2.01275  0.062
H  -3.43216  -0.14135  2.65592  0.130
H  -3.76295  -0.85235  0.04161  0.332
H  -0.86739  0.74493  -1.00227  0.097
H  0.79252  0.18029  -0.45776  -0.534
H  -0.34013  3.04145  -1.34191  0.279
H  1.32313  3.02183  -0.40341  -0.600
H  2.35948  1.47210  -2.02410  0.134
H  1.85526  3.05273  -2.83311  0.514
H  -0.52772  1.20295  -3.23021  0.272
H  0.79109  1.73555  -4.51131  0.368
H  2.24377  -0.23984  -4.16549  0.346
H  1.48751  -0.55141  -2.51668  -0.616
H  -0.24705  -0.87831  -5.12600  0.291
H  0.92933  -2.21339  -4.59871  0.312
H  -1.49485  -2.64145  -3.78291  0.360
H  -1.55656  -1.03345  -2.87644  0.266
H  0.65773  -2.19568  -1.45947  -0.442
H  -1.11138  -2.54946  -1.09321  -0.110
H  0.60936  -3.88216  -0.08180  -0.042
H  -0.98528  -4.82077  -0.34126  0.279
H  0.67641  -5.57750  -0.79382  0.009
H  1.64300  2.03766  3.38374  0.408
H  1.32927  0.23164  3.38522  0.400
H  3.08091  -0.34747  -0.93540  0.333
H  3.59570  -2.90066  -1.58172  0.330
H  3.73592  -4.74010  0.43019  0.190
H  3.40751  -3.89649  3.06710  0.315
H  2.87311  -1.30345  3.55373  0.313
H  0.32245  -1.83610  1.30666  -0.085
H  -1.96586  -1.79696  1.06253  -0.055
C  2.53772  -8.95407  -2.85477  -0.379
C  2.12862  -7.69996  -3.61243  -0.377
O  2.22823  -6.64318  -2.65969  -0.239
S  3.42801  -6.97732  -1.62035  1.213
O  4.60301  -6.27954  -2.05064  -0.585
O  2.91215  -6.88291  -0.28833  -0.519
O  3.60436  -8.54645  -1.99776  -0.345
H  1.71946  -9.32183  -2.22916  0.294
H  2.86895  -9.75012  -3.52274  0.311
H  1.11567  -7.76552  -4.00966  0.332
H  2.82575  -7.48648  -4.42822  0.277
C  -6.31143  5.66163  3.20451  -0.390
C  -5.28402  6.43008  2.38721  -0.356
O  -4.18626  5.53257  2.23384  -0.264
S  -4.74956  4.01105  2.17387  1.146
O  -4.85547  3.62771  0.79865  -0.578
O  -4.05138  3.23200  3.15202  -0.480
O  -6.24475  4.31819  2.72821  -0.346
H  -6.04986  5.66009  4.26653  0.281
H  -7.31917  6.06001  3.08021  0.318
H  -4.96388  7.34881  2.87898  0.298
H  -5.66919  6.66643  1.39070  0.302